Run a
{
  "formula": "C5H7N5",
  "method": "ωB97M-V/def2-TZVPD",
  "elements": ["C", "C", "C", "C", "C", "N", "N", "N", "N", "N", "H", "H", "H", "H", "H", "H", "H"],
  "positions_angstrom": [[-2.884, -2.193, 0.602], [-1.902, -1.914, -0.041], [1.839, 3.226, 1.254], [-0.745, -1.495, -0.849], [-0.423, -0.004, -0.516], [1.907, 2.937, 0.168], [2.151, -0.249, 1.621], [1.162, -0.039, 1.171], [0.045, 0.240, 0.814], [0.570, 0.428, -1.569], [-3.833, -2.543, 0.757], [1.838, 3.544, 2.298], [-1.033, -1.745, -1.832], [0.175, -1.867, -0.520], [-1.191, 0.731, -0.614], [1.003, 1.170, -1.015], [1.321, -0.228, -1.728]],
  "mulliken_charge": [-0.06, -0.44, 0.07, -0.60, 0.04, -0.38, -0.59, 0.86, -0.54, -0.65, 0.44, 0.26, 0.35, 0.33, 0.34, 0.29, 0.28],
  "gap_ev": 10.38,
  "homo_ev": -9.46
}


Run b
{
  "formula": "C5H7N5",
  "method": "ωB97M-V/def2-TZVPD",
  "elements": ["C", "C", "C", "C", "C", "N", "N", "N", "N", "N", "H", "H", "H", "H", "H", "H", "H"],
  "positions_angstrom": [[1.253, 1.614, -0.743], [-0.717, -0.227, -0.835], [-0.305, 0.471, -1.961], [0.155, -0.137, 0.371], [0.763, -0.594, 2.682], [0.592, 1.498, -1.903], [1.033, 0.845, 0.359], [-1.644, -1.008, -1.638], [-1.330, -0.069, -2.712], [-0.083, -0.825, 1.505], [2.029, 2.309, -0.664], [1.597, -1.166, 2.706], [1.205, 0.317, 2.678], [0.323, -0.523, 3.616], [-2.612, -0.850, -1.334], [-1.259, -0.333, -3.704], [-0.999, -1.321, 1.577]],
  "mulliken_charge": [-0.17, 0.27, 0.35, 0.35, -1.21, -0.69, -0.55, -0.42, -0.23, -0.24, 0.46, 0.37, 0.43, 0.45, 0.31, 0.27, 0.25],
  "gap_ev": 9.00,
  "homo_ev": -8.20
}


Run c
{
  "formula": "C5H7N5",
  "method": "ωB97M-V/def2-TZVPD",
  "elements": ["C", "C", "C", "C", "C", "N", "N", "N", "N", "N", "H", "H", "H", "H", "H", "H", "H"],
  "positions_angstrom": [[-0.604, 0.347, 0.755], [-1.378, 0.561, -0.321], [-0.587, 0.386, -1.452], [0.808, -0.030, 0.616], [0.813, -1.005, -2.603], [-0.330, -0.402, -2.320], [1.575, -0.384, -0.323], [1.652, -1.030, -1.471], [-2.713, 0.971, -0.485], [1.343, 0.079, 1.990], [-0.898, 0.281, 1.793], [0.890, -1.719, -3.396], [2.569, -1.455, -1.575], [-3.065, 0.975, -1.355], [-3.062, 1.660, 0.182], [1.900, -0.756, 2.182], [2.004, 0.836, 1.960]],
  "mulliken_charge": [-0.71, 0.50, 0.12, 0.49, -0.18, -0.29, -0.71, -0.03, -0.49, -0.60, 0.36, 0.36, 0.23, 0.19, 0.21, 0.28, 0.27],
  "gap_ev": 7.76,
  "homo_ev": -7.06
}


Most stable: run b. Least stable: run c.


Run a
{
  "formula": "C21H36N2O5",
  "method": "ωB97M-V/def2-TZVPD",
  "elements": ["C", "C", "O", "C", "C", "C", "C", "C", "O", "N", "C", "C", "C", "C", "C", "C", "N", "C", "O", "C", "O", "C", "C", "C", "C", "O", "C", "C", "H", "H", "H", "H", "H", "H", "H", "H", "H", "H", "H", "H", "H", "H", "H", "H", "H", "H", "H", "H", "H", "H", "H", "H", "H", "H", "H", "H", "H", "H", "H", "H", "H", "H", "H", "H"],
  "positions_angstrom": [[0.074, -1.598, -1.731], [1.000, -1.361, -0.549], [2.269, -1.836, -0.919], [3.412, -1.318, -0.219], [3.272, -1.474, 1.292], [3.637, 0.147, -0.589], [4.562, -2.171, -0.729], [0.439, -2.127, 0.658], [0.641, -3.317, 0.805], [-0.362, -1.417, 1.502], [-0.414, 0.043, 1.718], [-0.977, 0.021, 3.146], [-0.040, -1.044, 3.783], [-0.794, -1.971, 2.800], [-2.041, -1.119, 3.113], [-3.312, -1.157, 2.285], [-3.224, -0.655, 0.927], [-4.293, -0.059, 0.343], [-5.335, 0.197, 0.918], [-4.116, 0.277, -1.134], [-2.776, 0.503, -1.507], [-2.332, 1.798, -1.125], [-0.870, 1.946, -1.481], [-0.615, 1.833, -2.982], [0.860, 2.057, -3.271], [1.301, 3.316, -2.790], [1.145, 3.419, -1.389], [-0.310, 3.271, -0.969], [-0.929, -1.211, -1.540], [0.475, -1.097, -2.613], [0.020, -2.668, -1.929], [1.041, -0.292, -0.319], [3.047, -2.509, 1.551], [4.202, -1.178, 1.780], [2.480, -0.834, 1.689], [3.671, 0.261, -1.674], [2.852, 0.795, -0.194], [4.584, 0.497, -0.174], [4.642, -2.080, -1.813], [5.504, -1.856, -0.279], [4.383, -3.218, -0.483], [0.579, 0.501, 1.697], [-1.056, 0.550, 0.999], [-1.169, 0.988, 3.604], [1.033, -0.932, 3.631], [-0.273, -1.247, 4.826], [-0.765, -3.053, 2.823], [-2.339, -1.328, 4.142], [-3.674, -2.192, 2.281], [-4.083, -0.563, 2.774], [-2.475, -0.964, 0.327], [-4.481, -0.570, -1.717], [-4.750, 1.140, -1.350], [-2.931, 2.557, -1.646], [-2.479, 1.943, -0.046], [-0.324, 1.133, -0.987], [-0.926, 0.854, -3.350], [-1.204, 2.590, -3.510], [1.457, 1.258, -2.805], [1.062, 2.050, -4.341], [1.753, 2.646, -0.895], [1.542, 4.393, -1.105], [-0.888, 4.103, -1.383], [-0.383, 3.328, 0.122]],
  "mulliken_charge": [-1.69, 2.10, -0.49, 1.80, -1.37, -1.35, -1.98, -0.33, -0.68, 0.21, 0.35, -0.59, -0.63, -0.66, -0.02, -1.39, 0.05, 0.64, -0.69, -0.61, -0.45, -1.51, 2.97, -0.82, -0.18, -0.48, 0.00, -0.97, 0.21, 0.34, 0.42, -0.46, 0.36, 0.55, 0.11, 0.27, 0.06, 0.51, 0.42, 0.39, 0.45, 0.78, -0.82, 0.51, 0.28, 0.39, 0.56, 0.51, 0.24, 0.62, 0.11, 0.38, 0.37, 0.59, 0.42, -1.81, 0.34, 0.38, -0.06, 0.43, -0.19, 0.41, 0.39, 0.36],
  "gap_ev": 9.85,
  "homo_ev": -9.28
}


Run b
{
  "formula": "C21H36N2O5",
  "method": "ωB97M-V/def2-TZVPD",
  "elements": ["C", "C", "C", "C", "C", "C", "C", "C", "O", "C", "N", "C", "C", "N", "C", "C", "O", "O", "H", "H", "H", "H", "H", "H", "H", "H", "H", "H", "H", "H", "H", "H", "H", "H", "H", "H", "H", "H", "C", "C", "C", "O", "C", "H", "H", "H", "H", "H", "H", "H", "H", "C", "C", "C", "O", "C", "H", "H", "H", "H", "H", "H", "H", "H"],
  "positions_angstrom": [[3.673, -1.118, 0.888], [2.917, 0.253, 0.997], [2.578, 0.545, 2.512], [1.048, 0.381, 2.798], [0.198, 1.667, 2.542], [-0.543, 1.698, 1.175], [-1.583, 0.515, 1.001], [-3.053, 0.998, 1.056], [-3.309, 1.659, -0.186], [-3.324, 2.026, 2.155], [-3.555, 2.710, 3.014], [-4.137, -0.145, 1.162], [-4.670, -0.414, -0.232], [-5.133, -0.730, -1.210], [-3.672, -1.431, 1.915], [-2.922, -2.450, 1.027], [-1.764, -2.618, 1.158], [-3.576, -3.226, 0.091], [2.999, -1.980, 1.077], [4.514, -1.158, 1.615], [4.112, -1.218, -0.127], [1.967, 0.238, 0.430], [3.629, 1.031, 0.659], [2.950, 1.522, 2.876], [3.087, -0.255, 3.098], [0.926, 0.071, 3.860], [0.711, -0.494, 2.191], [0.913, 2.523, 2.545], [-0.512, 1.854, 3.376], [-1.025, 2.695, 1.056], [0.216, 1.596, 0.380], [-1.311, -0.236, 1.764], [-1.385, 0.084, -0.004], [-2.618, 2.319, -0.350], [-4.983, 0.276, 1.748], [-4.536, -1.948, 2.372], [-2.977, -1.115, 2.713], [-3.788, -2.710, -0.707], [-0.049, -4.259, -1.049], [-0.645, -4.792, -2.341], [0.288, -4.199, -3.384], [1.574, -4.079, -2.766], [1.438, -4.292, -1.355], [-0.316, -4.841, -0.169], [-0.375, -3.229, -0.888], [-0.579, -5.884, -2.357], [-1.687, -4.512, -2.493], [-0.038, -3.197, -3.684], [0.369, -4.820, -4.278], [1.871, -5.270, -1.119], [1.997, -3.526, -0.814], [1.721, 3.953, -3.027], [2.509, 4.934, -2.177], [1.818, 4.805, -0.829], [1.331, 3.459, -0.742], [1.427, 2.843, -2.033], [2.259, 3.603, -3.908], [0.787, 4.416, -3.359], [3.548, 4.604, -2.097], [2.503, 5.953, -2.561], [0.959, 5.480, -0.757], [2.489, 5.006, 0.008], [2.244, 2.114, -1.999], [0.498, 2.313, -2.256]],
  "mulliken_charge": [-1.48, 0.21, -0.80, -0.60, -1.09, 0.32, -0.61, 1.49, -0.64, -0.43, -0.51, -0.12, 0.05, -0.56, -0.70, 0.32, -0.35, -0.50, 0.24, 0.41, 0.40, -0.02, 0.22, 0.39, 0.42, 0.32, 0.28, 0.47, 0.35, 0.53, -0.59, 0.26, 0.13, 0.45, 0.62, 0.43, 0.37, 0.33, 0.05, -0.58, -0.44, -0.42, -0.15, 0.36, -0.16, 0.28, 0.30, 0.25, 0.31, 0.26, -0.04, -0.59, -0.60, -0.52, -0.28, -0.35, 0.35, 0.28, 0.26, 0.34, 0.29, 0.30, 0.25, 0.25],
  "gap_ev": 9.74,
  "homo_ev": -9.32,
  "smiles": "CCCCCCC[C@](O)(C#N)[C@@H](C#N)CC(=O)O.C1CCOC1.C1CCOC1"
}


Most stable: run a. Least stable: run b.


Run a
{
  "formula": "C4H13N3O",
  "method": "ωB97M-V/def2-TZVPD",
  "elements": ["C", "C", "C", "N", "C", "N", "N", "H", "H", "H", "H", "H", "H", "H", "H", "H", "H", "H", "H", "H", "O"],
  "positions_angstrom": [[0.241, 2.472, -1.214], [0.438, 1.744, 0.090], [-0.642, 0.626, 0.374], [-0.774, -0.127, -0.926], [-1.010, -1.511, -0.725], [0.119, -2.126, -0.166], [-2.053, -2.180, -1.003], [1.192, 2.991, -1.486], [-0.157, 1.822, -2.003], [-0.496, 3.257, -0.995], [1.406, 1.112, -0.052], [0.630, 2.453, 0.872], [-1.722, 1.084, 0.569], [-0.411, -0.014, 1.265], [-1.319, 0.320, -1.621], [1.055, -1.720, -0.229], [0.111, -3.116, -0.074], [-2.132, -3.164, -0.829], [1.879, -1.851, 2.070], [1.743, -0.592, 3.145], [1.899, -1.480, 2.939]],
  "mulliken_charge": [-1.01, -0.30, -0.55, -0.21, 0.26, -0.37, -0.74, 0.32, 0.26, 0.27, 0.17, 0.40, 0.26, 0.33, 0.32, 0.24, 0.15, 0.21, 0.31, 0.31, -0.63],
  "gap_ev": 9.78,
  "homo_ev": -9.09,
  "smiles": "[H]/N=C(\\N)NCCC.O"
}


Run b
{
  "formula": "C4H13N3O",
  "method": "ωB97M-V/def2-TZVPD",
  "elements": ["C", "C", "C", "N", "C", "N", "N", "H", "H", "H", "H", "H", "H", "H", "H", "H", "H", "H", "H", "H", "O"],
  "positions_angstrom": [[0.337, -0.631, -1.335], [1.009, -0.615, 0.016], [0.002, -0.194, 1.092], [0.203, 3.218, -0.516], [-0.571, 2.068, -0.194], [0.000, 1.342, 1.080], [-0.547, -1.815, -1.439], [1.084, -0.710, -2.155], [-0.336, 0.283, -1.468], [1.409, -1.628, 0.234], [1.828, 0.121, 0.003], [0.102, -0.695, 2.067], [-0.923, -0.375, 0.564], [-0.103, 3.835, 0.213], [1.124, 2.880, -0.234], [-1.587, 2.289, 0.119], [-0.341, -2.351, -0.553], [-1.552, -1.659, -1.490], [-0.746, 1.541, 1.781], [-0.211, -3.778, 1.522], [-0.239, -2.947, 1.028]],
  "mulliken_charge": [-0.17, -0.87, -0.41, -0.54, -0.09, -0.49, -0.57, 0.34, 0.10, 0.39, 0.42, 0.37, 0.39, 0.34, 0.32, 0.33, 0.31, 0.28, 0.28, 0.14, -0.88],
  "gap_ev": 3.56,
  "homo_ev": -7.17
}


Most stable: run a. Least stable: run b.